Record 1
{
  "formula": "C20H41BN2O9S",
  "method": "ωB97M-V/def2-TZVPD",
  "gap_ev": [8.5, 9.3],
  "lumo_ev": [0.27, 0.27],
  "multiplicity": 3,
  "e_homo_ha": [-0.3018, -0.3330],
  "species": ["O", "C", "C", "O", "S", "O", "O", "O", "B", "O", "O", "H", "H", "H", "H", "H", "C", "C", "C", "C", "C", "C", "N", "O", "C", "C", "C", "H", "H", "H", "H", "H", "H", "H", "H", "H", "H", "H", "H", "H", "H", "H", "H", "H", "H", "C", "C", "C", "C", "C", "C", "N", "O", "C", "C", "C", "H", "H", "H", "H", "H", "H", "H", "H", "H", "H", "H", "H", "H", "H", "H", "H", "H", "H"],
  "positions_angstrom": [[9.44, -3.05, -1.96], [9.87, -2.34, -2.75], [9.59, -0.82, -2.72], [8.26, -0.50, -3.09], [8.05, -0.60, -4.72], [8.14, -1.97, -5.11], [6.43, -0.22, -4.76], [5.65, -1.39, -4.68], [5.25, -1.60, -3.36], [5.29, -0.57, -2.47], [4.83, -2.83, -2.95], [10.48, -2.68, -3.60], [9.69, -0.53, -1.68], [10.35, -0.26, -3.27], [5.93, -0.77, -1.78], [5.50, -3.45, -3.27], [-0.72, -3.73, 0.00], [-0.71, -2.21, 0.27], [-1.13, -1.45, -0.99], [-0.04, -1.41, -2.06], [1.28, -0.90, -1.48], [1.72, -1.67, -0.23], [0.63, -1.78, 0.77], [0.50, -0.65, 1.38], [2.23, -3.07, -0.64], [2.95, -0.98, 0.36], [-1.79, -2.00, 1.34], [-0.45, -3.98, -1.03], [-0.04, -4.26, 0.67], [-1.71, -4.15, 0.16], [-1.39, -0.42, -0.72], [-2.03, -1.90, -1.40], [0.10, -2.40, -2.51], [-0.35, -0.75, -2.87], [2.06, -0.96, -2.24], [1.17, 0.16, -1.23], [2.45, -3.67, 0.24], [3.15, -2.99, -1.22], [1.53, -3.62, -1.27], [2.76, 0.07, 0.59], [3.77, -1.01, -0.35], [3.28, -1.48, 1.28], [-1.53, -2.52, 2.27], [-2.74, -2.40, 0.99], [-1.95, -0.95, 1.57], [-3.01, 2.80, 3.41], [-3.38, 2.84, 1.91], [-3.81, 4.25, 1.52], [-5.21, 4.63, 2.02], [-6.23, 3.57, 1.62], [-5.83, 2.16, 2.04], [-4.44, 1.83, 1.62], [-4.44, 1.58, 0.36], [-5.99, 2.00, 3.56], [-6.83, 1.16, 1.45], [-2.08, 2.50, 1.18], [-3.60, 3.50, 4.02], [-3.14, 1.80, 3.83], [-1.97, 3.08, 3.57], [-3.81, 4.35, 0.43], [-3.08, 4.97, 1.89], [-5.20, 4.76, 3.11], [-5.49, 5.60, 1.60], [-7.20, 3.82, 2.06], [-6.37, 3.61, 0.54], [-5.61, 1.03, 3.89], [-7.04, 2.05, 3.84], [-5.49, 2.78, 4.14], [-6.91, 1.24, 0.36], [-7.82, 1.35, 1.85], [-6.55, 0.13, 1.69], [-1.75, 1.49, 1.43], [-1.30, 3.19, 1.48], [-2.18, 2.58, 0.10]],
  "mulliken_charge": [-0.38, 0.11, -0.56, -0.16, 0.62, -0.47, -0.18, -0.20, 0.66, -0.50, -0.59, 0.34, 0.27, 0.37, 0.27, 0.31, -1.98, 1.95, -1.01, -0.70, -0.97, 1.86, 0.44, -0.58, -1.43, -1.66, -1.51, 0.30, 0.34, 0.51, 0.11, 0.42, 0.30, 0.46, 0.04, 0.43, 0.37, 0.21, 0.24, 0.38, 0.17, 0.49, 0.46, 0.46, 0.04, -1.93, 2.07, -1.37, -0.50, -1.22, 1.59, 0.64, -0.62, -1.71, -1.89, -2.16, 0.35, 0.31, 0.50, 0.41, 0.34, 0.29, 0.39, 0.38, 0.37, 0.37, 0.45, 0.30, 0.36, 0.43, 0.44, 0.54, 0.50, 0.33]
}

Record 2
{
  "formula": "C20H41ClFN6O6S",
  "method": "ωB97M-V/def2-TZVPD",
  "gap_ev": 7.7,
  "lumo_ev": -4.68,
  "charge": 1,
  "e_homo_ha": -0.4564,
  "species": ["C", "C", "C", "N", "C", "C", "C", "C", "S", "O", "O", "Cl", "C", "N", "C", "C", "C", "C", "N", "N", "C", "C", "C", "C", "C", "C", "F", "H", "H", "H", "H", "H", "H", "H", "H", "H", "H", "H", "H", "H", "H", "H", "H", "H", "H", "H", "H", "H", "H", "H", "H", "H", "H", "H", "H", "H", "H", "H", "H", "H", "H", "H", "C", "N", "O", "O", "H", "H", "H", "C", "N", "O", "O", "H", "H", "H"],
  "positions_angstrom": [[-1.19, 0.45, 4.28], [-1.12, -0.68, 3.45], [-1.23, -1.92, 2.36], [-1.41, -1.33, 0.99], [-2.87, -1.21, 0.50], [-3.25, -2.36, -0.64], [-3.92, -1.63, -1.97], [-5.21, -0.67, -1.63], [-6.70, -1.60, -0.92], [-7.96, -0.73, -1.26], [-6.80, -2.95, -1.68], [-6.64, -1.76, 1.16], [-0.38, -0.87, 0.16], [1.02, -0.98, 0.71], [1.62, -2.35, 0.55], [3.24, -2.11, 0.20], [3.80, -0.68, 0.85], [4.21, -3.31, 0.74], [-0.81, -0.27, -1.14], [-1.00, 1.08, -1.15], [0.26, 1.90, -1.01], [0.06, 3.37, -0.29], [1.36, 3.74, 0.68], [1.31, 2.93, 2.14], [-0.25, -0.88, -2.37], [1.38, -0.92, -2.51], [-0.79, -0.12, -3.55], [-1.35, 1.54, 4.74], [-2.23, -2.50, 2.64], [-0.37, -2.71, 2.47], [-3.64, -1.40, 1.40], [-3.12, -0.10, 0.13], [-2.31, -3.02, -0.93], [-4.08, -3.07, -0.20], [-4.24, -2.44, -2.79], [-3.09, -0.93, -2.45], [-5.58, -0.24, -2.68], [-4.95, 0.29, -0.99], [1.12, -0.59, 1.67], [1.61, -3.02, 1.52], [1.17, -2.88, -0.40], [3.43, -2.01, -0.96], [4.96, -0.65, 0.95], [3.34, -0.56, 1.95], [3.36, 0.24, 0.24], [4.45, -3.12, 1.88], [5.24, -3.21, 0.15], [3.71, -4.36, 0.53], [-1.62, 1.40, -0.35], [1.16, 1.37, -0.48], [0.63, 2.13, -2.12], [0.07, 4.19, -1.15], [-0.90, 3.46, 0.37], [1.28, 4.89, 0.96], [2.40, 3.56, 0.13], [2.34, 2.44, 2.41], [0.46, 2.13, 2.04], [1.08, 3.71, 3.02], [-0.65, -1.98, -2.49], [1.65, -0.41, -3.56], [1.97, -0.35, -1.68], [1.70, -2.06, -2.61], [3.44, -2.27, -6.00], [4.34, -1.42, -5.17], [4.46, -1.72, -3.98], [4.90, -0.48, -5.74], [3.01, -3.05, -5.38], [2.65, -1.62, -6.40], [4.04, -2.70, -6.81], [-0.37, 6.11, 5.80], [-0.36, 5.02, 4.78], [-0.62, 5.33, 3.62], [-0.09, 3.88, 5.18], [-0.62, 7.05, 5.31], [-1.12, 5.85, 6.55], [0.63, 6.15, 6.24]],
  "mulliken_charge": [-0.33, -0.05, -0.49, 0.70, -0.34, -0.50, -0.42, -0.67, 0.98, -0.55, -0.51, -0.17, -2.39, 0.63, -0.33, 0.73, -0.94, -1.22, 1.57, -0.68, 0.21, -0.62, -0.58, -0.01, 0.19, -0.66, -0.42, 0.29, 0.46, 0.25, 0.46, -0.09, 0.23, 0.41, 0.38, 0.15, 0.44, 0.32, 0.40, 0.25, 0.17, -0.22, 0.40, 0.21, 0.14, 0.30, 0.34, 0.32, 0.30, -0.35, 0.23, 0.27, 0.30, 0.35, 0.27, 0.24, -0.16, -0.05, 0.31, 0.36, -0.13, 0.26, -0.71, 0.80, -0.47, -0.49, 0.29, 0.29, 0.30, -0.74, 0.76, -0.46, -0.48, 0.31, 0.29, 0.31]
}